DFT (wB97M-V/def2-TZVPD) results for a 12-piece molecular cluster, C41H59F12N12O2 overall at a distorted geometry.

Calculated values
Gap between HOMO and LUMO (spin up / spin down), eV: 7.57 / 8.62
Spin multiplicity: 2
Charge: 0

Geometry (Å):
C: -1.04 0.27 -2.89
C: -0.77 1.64 -2.26
C: -0.96 2.63 -3.43
C: 0.69 1.79 -1.79
C: 1.02 1.39 -0.33
C: 2.15 2.25 0.24
C: 1.88 3.74 0.16
O: 2.95 4.37 -0.56
C: 2.63 5.63 -1.06
C: 2.38 5.57 -2.58
F: 3.13 6.49 -3.24
F: 2.71 4.36 -3.10
F: 1.08 5.78 -2.90
C: 1.35 -0.14 -0.33
C: 2.83 -0.55 -0.20
C: 3.64 -0.50 -1.46
F: 4.95 -0.68 -1.10
F: 3.60 0.70 -2.09
C: 3.32 -1.68 -2.46
F: 4.37 -2.56 -2.44
F: 2.23 -2.38 -2.08
C: 3.20 -1.27 -3.95
F: 4.33 -0.69 -4.38
F: 2.15 -0.42 -4.12
C: 2.93 -2.47 -4.91
F: 2.71 -1.93 -6.14
F: 1.84 -3.17 -4.57
F: 4.01 -3.28 -5.02
C: -0.17 1.57 0.66
C: -1.58 1.37 0.08
C: -2.53 2.10 1.05
C: -2.07 -0.09 0.09
N: -1.76 2.02 -1.23
O: -1.93 3.29 -1.16
H: -2.01 0.28 -3.38
H: -0.30 0.12 -3.67
H: -0.95 -0.56 -2.19
H: -2.00 2.69 -3.73
H: -0.53 3.60 -3.22
H: -0.39 2.21 -4.26
H: 1.01 2.80 -2.04
H: 1.28 1.14 -2.43
H: 2.23 1.99 1.30
H: 3.13 2.05 -0.19
H: 1.77 4.21 1.13
H: 0.96 3.93 -0.38
H: 1.73 5.99 -0.58
H: 3.42 6.34 -0.86
H: 0.82 -0.65 0.46
H: 0.96 -0.57 -1.25
H: 2.84 -1.59 0.10
H: 3.35 -0.03 0.60
H: -0.08 0.87 1.48
H: -0.16 2.56 1.11
H: -2.16 3.08 1.34
H: -2.64 1.51 1.96
H: -3.51 2.21 0.58
H: -2.68 -0.24 -0.80
H: -1.27 -0.81 0.03
H: -2.72 -0.27 0.93
C: -4.88 1.14 -5.64
C: -4.96 1.51 -4.23
N: -5.02 1.81 -3.12
H: -5.87 0.86 -6.00
H: -4.50 1.98 -6.22
H: -4.21 0.29 -5.75
C: -1.20 -2.12 -6.74
C: -2.46 -1.87 -6.05
N: -3.44 -1.68 -5.49
H: -0.53 -2.67 -6.10
H: -1.39 -2.69 -7.65
H: -0.74 -1.17 -7.01
C: -5.54 -2.72 -0.70
C: -4.10 -2.78 -0.49
N: -2.97 -2.81 -0.34
H: -5.84 -1.69 -0.90
H: -5.82 -3.33 -1.56
H: -6.06 -3.08 0.18
C: -1.19 8.05 1.73
C: -0.63 6.75 1.38
N: -0.20 5.72 1.10
H: -1.97 8.31 1.03
H: -1.60 8.01 2.73
H: -0.41 8.81 1.70
C: 6.60 1.64 -3.38
C: 8.05 1.70 -3.22
N: 9.19 1.74 -3.09
H: 6.22 2.64 -3.61
H: 6.34 0.97 -4.19
H: 6.13 1.29 -2.46
C: -1.60 -3.20 3.01
C: -1.40 -1.76 3.17
N: -1.24 -0.64 3.29
H: -0.91 -3.59 2.26
H: -1.43 -3.71 3.95
H: -2.62 -3.39 2.68
C: -0.38 0.61 7.28
C: -0.48 1.52 6.14
N: -0.56 2.22 5.24
H: -0.55 -0.41 6.96
H: 0.60 0.69 7.73
H: -1.13 0.87 8.03
C: 3.84 0.84 8.39
C: 2.81 -0.05 8.90
N: 2.00 -0.76 9.29
H: 3.45 1.86 8.33
H: 4.70 0.83 9.06
H: 4.15 0.52 7.40
C: -1.29 -1.65 10.58
C: -2.16 -2.02 9.47
N: -2.85 -2.30 8.60
H: -0.28 -2.02 10.40
H: -1.25 -0.57 10.68
H: -1.67 -2.08 11.51
C: -1.47 -6.96 1.47
C: -1.52 -6.69 2.91
N: -1.55 -6.47 4.03
H: -2.47 -7.18 1.11
H: -1.08 -6.08 0.95
H: -0.82 -7.81 1.28
C: -2.41 -8.84 -2.58
C: -2.76 -8.93 -1.16
N: -3.03 -9.00 -0.05
H: -3.08 -8.14 -3.07
H: -1.38 -8.50 -2.68
H: -2.51 -9.82 -3.04


DFT (wB97M-V/def2-TZVPD) results for a 40-piece molecular cluster, H80O40 overall at a distorted geometry.

Calculated values
Gap between HOMO and LUMO, eV: 9.86
Charge: 0
ΔE to the lowest compared entry with this formula, charge and spin, eV: 10.3824

Geometry (Å):
H: 1.19 -0.88 3.66
H: -0.02 -0.58 4.50
O: 0.57 -0.22 3.83
H: -1.51 -4.22 -1.38
H: -1.61 -3.00 -2.53
O: -1.36 -3.31 -1.66
H: -0.74 0.75 -2.18
H: -0.57 2.39 -2.30
O: -0.65 1.55 -2.79
H: -3.17 3.22 2.40
H: -3.28 1.80 3.19
O: -3.73 2.44 2.67
H: -3.82 -3.43 -4.92
H: -3.48 -2.00 -5.45
O: -3.80 -2.52 -4.67
H: 1.58 -3.84 -0.59
O: 1.48 -3.70 -1.49
H: 3.61 4.35 3.43
O: 3.05 4.13 4.14
H: 3.94 -3.66 -1.94
H: 4.00 -3.88 -0.50
O: 3.94 -3.11 -1.12
H: 5.13 2.03 -0.25
H: 4.49 3.09 -1.31
O: 5.26 2.60 -0.99
H: 0.58 5.07 1.74
H: 0.78 3.51 1.31
O: 0.28 4.34 1.22
H: 0.22 -0.90 1.73
H: 0.18 -1.98 0.88
O: -0.31 -1.72 1.66
H: 1.59 4.86 -3.05
O: 1.96 4.27 -2.40
H: 1.20 -1.28 -4.70
H: 0.35 0.10 -4.48
O: 0.96 -0.42 -4.98
H: -4.68 -2.35 1.73
H: -5.36 -3.08 2.80
O: -4.52 -2.98 2.44
H: -1.70 -0.59 0.15
H: -1.29 -1.59 -0.94
O: -1.39 -0.63 -0.82
H: 1.31 2.24 -4.70
H: 2.82 1.76 -4.29
O: 2.14 2.38 -4.21
H: 1.83 -2.92 3.95
H: 2.25 -2.71 2.76
O: 2.34 -2.13 3.61
H: 3.75 -4.02 2.20
H: 3.69 -2.58 1.33
O: 3.35 -3.39 1.62
H: 0.99 -0.04 -1.89
O: 0.84 -0.96 -2.22
H: 0.10 2.99 5.08
H: -1.35 2.50 5.41
O: -0.42 2.28 5.43
H: -1.61 -1.98 2.98
O: -2.28 -1.57 3.50
H: -0.49 0.49 -6.33
H: -1.90 1.07 -6.42
O: -1.38 0.16 -6.20
H: 4.21 -1.13 -3.24
H: 4.46 -0.30 -2.19
O: 5.01 -0.75 -2.81
H: 2.27 -0.89 -1.13
H: 3.05 -2.13 -0.50
O: 2.76 -1.17 -0.28
H: -5.36 0.76 -2.73
H: -5.26 2.05 -2.35
O: -5.40 1.24 -1.87
H: 0.04 5.92 -1.83
H: -0.91 5.71 -3.05
O: -0.10 6.15 -2.77
H: -3.66 -1.76 -0.22
H: -4.35 -2.97 -0.83
O: -3.70 -2.73 -0.13
H: 5.21 1.08 -3.25
H: 4.03 2.09 -2.64
O: 4.51 1.86 -3.41
H: 4.41 0.72 2.35
H: 3.84 1.48 1.18
O: 4.36 1.58 2.00
H: -0.81 -1.56 -3.42
H: -2.22 -1.88 -4.22
O: -1.31 -2.16 -4.06
H: 0.94 4.89 4.05
H: 0.01 4.11 3.05
O: 0.06 4.54 3.88
H: -2.53 -3.78 0.70
O: -2.33 -4.68 1.11
H: 0.42 0.96 2.08
H: 1.34 0.91 0.71
O: 1.28 1.27 1.62
H: 0.37 -1.44 -1.54
H: 0.97 -4.38 -1.88
H: -3.17 -1.91 3.19
H: 3.56 3.35 4.35
H: 2.49 3.52 -2.86
H: -3.25 -4.68 1.63
O: 0.42 -5.44 3.04
H: 0.19 -5.50 3.97
H: -0.34 -5.37 2.48
O: -4.11 0.00 4.76
H: -3.39 -0.35 4.33
H: -4.22 0.91 4.69
O: 3.88 0.82 5.42
H: 4.61 0.79 4.81
H: 3.47 -0.02 5.18
O: 1.83 1.95 -1.04
H: 2.77 1.78 -1.20
H: 1.57 2.86 -1.22
O: -5.81 0.25 2.07
H: -6.72 0.46 1.69
H: -6.01 0.98 2.69
O: -3.41 1.43 -4.35
H: -3.26 0.66 -3.77
H: -2.58 1.57 -4.74
O: -3.03 -0.02 1.21
H: -3.83 0.49 1.54
H: -2.62 -0.30 2.07


DFT (wB97M-V/def2-TZVPD) results for one molecule with the formula C5H8O2 at a distorted geometry.

Calculated values
Structure (SMILES): CC(C)(O)C=C=O
Gap between HOMO and LUMO, eV: 9.83
Charge: 0
ΔE to the lowest compared entry with this formula, charge and spin, eV: 1.2962

Geometry (Å):
C: 0.48 -1.53 0.39
C: -0.03 -0.12 0.13
C: 0.87 0.91 0.82
O: -1.35 -0.03 0.70
C: -0.25 0.29 -1.33
C: -1.21 1.19 -1.45
O: -2.08 1.96 -1.49
H: -0.19 -2.28 -0.05
H: 1.50 -1.71 0.04
H: 0.47 -1.68 1.47
H: 0.50 1.92 0.66
H: 0.95 0.72 1.90
H: 1.87 0.85 0.39
H: -1.88 -0.49 0.02
H: 0.34 0.01 -2.20


DFT (wB97M-V/def2-TZVPD) results for one molecule with the formula C4H6N2O.

Calculated values
Structure (SMILES): [H]/N=C/C=C=NOC
Gap between HOMO and LUMO, eV: 9.84
Charge: 0
ΔE to the lowest compared entry with this formula, charge and spin, eV: 4.4740

Geometry (Å):
H: -0.51 0.21 -3.38
N: -0.57 0.32 -2.37
C: 0.07 1.35 -1.98
C: 0.12 1.73 -0.56
C: -0.22 0.89 0.39
N: -0.60 0.14 1.29
O: 0.47 -0.57 1.87
C: 0.10 -1.94 1.90
H: 0.60 2.02 -2.66
H: 0.46 2.72 -0.27
H: 0.87 -2.43 2.51
H: -0.89 -2.07 2.36
H: 0.09 -2.36 0.89


DFT (wB97M-V/def2-TZVPD) results for C3H6Br2O as an isolated structure at a distorted geometry.

Calculated values
Gap between HOMO and LUMO (spin up / spin down), eV: 6.16 / 8.11
Charge: 0
ΔE to the lowest compared entry with this formula, charge and spin, eV: 3.2606

Geometry (Å):
C: -0.35 0.79 1.20
C: 0.85 0.05 0.86
C: -0.35 -1.24 -1.44
O: 1.76 0.47 0.01
Br: -0.16 0.35 -2.50
Br: -2.13 -1.45 -0.73
H: -0.45 1.69 0.59
H: -0.33 1.07 2.26
H: -1.24 0.17 1.07
H: 1.14 -0.84 1.40
H: -0.11 -2.11 -2.05
H: 1.38 1.06 -0.68


DFT (wB97M-V/def2-TZVPD) results for one molecule with the formula C6H9N3O4 at a distorted geometry.

Calculated values
Structure (SMILES): C[C@@]1([N+](=O)[O-])C=NCN1CC(=O)O
Gap between HOMO and LUMO, eV: 9.67
Charge: 0
ΔE to the lowest compared entry with this formula, charge and spin, eV: 2.2943

Geometry (Å):
C: -0.94 0.63 1.67
C: -0.94 0.14 0.13
N: -1.89 -1.08 0.06
O: -1.52 -1.88 -0.76
O: -2.81 -1.17 0.86
C: -1.63 1.10 -0.93
N: -0.93 1.19 -1.97
C: 0.25 0.43 -1.80
N: 0.30 -0.02 -0.39
C: 1.23 -0.96 0.06
C: 2.68 -0.47 0.44
O: 3.66 -1.09 0.47
O: 2.66 0.83 0.75
H: -0.15 0.01 2.12
H: -1.91 0.34 2.07
H: -0.76 1.82 1.76
H: -2.53 1.56 -0.81
H: -0.04 -0.40 -2.57
H: 1.22 0.88 -2.17
H: 0.97 -1.38 1.10
H: 1.35 -1.77 -0.54
H: 1.74 1.30 0.44


DFT (wB97M-V/def2-TZVPD) results for one molecule with the formula C4H8O.

Calculated values
Gap between HOMO and LUMO (spin up / spin down), eV: 8.22 / 7.98
Charge: 0
ΔE to the lowest compared entry with this formula, charge and spin, eV: 3.5152

Geometry (Å):
C: 1.81 0.16 0.52
O: 1.32 0.59 -0.62
C: 0.09 0.85 -0.92
C: -0.91 -1.09 0.17
C: -1.00 0.44 0.00
H: 1.21 0.24 1.42
H: 2.88 0.02 0.52
H: 0.15 -1.39 0.24
H: -0.05 1.07 -1.97
H: -1.35 -1.59 -0.69
H: -1.39 -1.46 1.08
H: -1.96 0.73 -0.42
H: -0.93 0.95 0.98


DFT (wB97M-V/def2-TZVPD) results for a 2-piece molecular cluster, C3H7NS overall at a distorted geometry.

Calculated values
Gap between HOMO and LUMO, eV: 7.86
Charge: 0
ΔE to the lowest compared entry with this formula, charge and spin, eV: 3.9217

Geometry (Å):
C: -1.36 -0.99 -0.36
C: -0.41 0.05 0.36
C: 1.03 0.07 -0.02
H: -1.36 -0.57 -1.53
H: -0.65 -1.92 -0.36
H: -2.32 -1.25 0.16
H: -0.84 0.99 0.90
H: -0.21 -0.69 1.37
H: 0.66 2.32 0.52
H: 2.03 1.72 -0.62
N: 1.17 1.30 -0.38
S: 2.28 -1.03 -0.03


DFT (wB97M-V/def2-TZVPD) results for a 2-piece molecular cluster, C4H9FN overall at a distorted geometry.

Calculated values
Gap between HOMO and LUMO, eV: 9.68
Charge: +1
ΔE to the lowest compared entry with this formula, charge and spin, eV: 4.2001

Geometry (Å):
C: 0.08 0.84 0.73
C: 2.47 0.29 1.06
C: -1.99 0.97 -0.41
C: -0.16 -0.55 -1.04
N: -0.63 0.53 -0.25
F: -0.21 1.75 1.57
H: 2.35 -0.42 1.88
H: 2.50 -0.15 0.05
H: 2.83 1.29 1.12
H: -2.33 1.79 0.23
H: -2.74 0.07 -0.35
H: -2.10 1.48 -1.40
H: -0.93 -1.20 -1.24
H: 0.63 -1.01 -0.46
H: 0.29 -0.20 -1.98


DFT (wB97M-V/def2-TZVPD) results for one molecule with the formula C17H25N3O3S2.

Calculated values
Structure (SMILES): COCCn1c(SCC(=O)N2CCCCCC2)nc2c(c1=O)SCC2
Gap between HOMO and LUMO, eV: 7.96
Charge: 0
ΔE to the lowest compared entry with this formula, charge and spin, eV: 1.1902

Geometry (Å):
C: -3.21 -3.86 0.25
O: -1.86 -4.25 0.22
C: -0.95 -3.24 0.53
C: -0.79 -2.17 -0.58
N: -1.32 -0.88 -0.22
C: -0.66 -0.08 0.66
S: 0.87 -0.65 1.30
C: 1.66 0.96 1.68
C: 2.20 1.50 0.36
O: 1.44 2.04 -0.41
N: 3.51 1.31 0.08
C: 4.48 0.68 0.95
C: 4.41 -0.85 0.90
C: 4.90 -1.42 -0.43
C: 4.24 -0.80 -1.66
C: 4.76 0.62 -1.96
C: 3.97 1.72 -1.23
N: -1.08 1.07 1.07
C: -2.23 1.54 0.55
C: -2.96 0.82 -0.35
C: -2.54 -0.47 -0.81
O: -3.11 -1.20 -1.59
S: -4.42 1.61 -0.90
C: -4.20 2.95 0.36
C: -2.77 2.89 0.88
H: -3.79 -4.76 0.07
H: -3.45 -3.12 -0.52
H: -3.48 -3.45 1.24
H: -1.23 -2.73 1.47
H: 0.01 -3.74 0.69
H: 0.27 -2.05 -0.84
H: -1.34 -2.50 -1.47
H: 0.85 1.60 2.03
H: 2.39 0.77 2.45
H: 4.34 1.03 1.98
H: 5.47 1.02 0.63
H: 5.02 -1.25 1.71
H: 3.38 -1.16 1.07
H: 5.99 -1.29 -0.51
H: 4.71 -2.50 -0.43
H: 4.47 -1.43 -2.52
H: 3.16 -0.78 -1.54
H: 5.82 0.67 -1.70
H: 4.68 0.82 -3.03
H: 4.59 2.61 -1.14
H: 3.08 1.98 -1.80
H: -4.44 3.90 -0.12
H: -4.93 2.76 1.15
H: -2.72 3.08 1.95
H: -2.13 3.64 0.39


DFT (wB97M-V/def2-TZVPD) results for C4H4MgO5 as an isolated structure at a distorted geometry.

Calculated values
Gap between HOMO and LUMO, eV: 5.99
Charge: 0
ΔE to the lowest compared entry with this formula, charge and spin, eV: 0.0410

Geometry (Å):
O: -1.12 -0.10 -0.68
H: 1.95 0.99 1.60
O: 0.61 -1.06 -1.75
O: 1.05 0.53 -0.19
C: 0.98 0.63 1.22
C: 0.66 -0.80 1.67
O: 0.32 -1.48 0.48
C: 0.20 -0.54 -0.59
H: 0.19 1.34 1.53
H: -0.18 -0.83 2.38
H: 1.53 -1.30 2.12
Mg: -1.07 -0.76 -2.65
C: -2.15 1.29 -2.57
O: -2.97 2.09 -2.55


DFT (wB97M-V/def2-TZVPD) results for C12H30IO2P2SiV as an isolated structure at a distorted geometry.

Calculated values
Gap between HOMO and LUMO (spin up / spin down), eV: 5.35 / 5.21
Spin multiplicity: 3
Charge: +2
ΔE to the lowest compared entry with this formula, charge and spin, eV: 0.0000

Geometry (Å):
C: 0.01 0.73 -4.84
C: 0.01 1.47 -3.63
H: 0.01 1.39 -5.73
H: -0.88 0.07 -4.83
H: 0.89 0.06 -4.83
O: 0.02 2.35 -2.86
I: -0.03 -2.77 -0.82
V: 0.00 -0.29 -0.25
P: 2.31 -0.03 -0.29
C: 3.17 1.43 0.37
C: 3.34 -1.41 0.34
H: 4.40 -1.11 0.26
H: 3.82 0.37 -2.11
H: 3.15 -2.29 -0.29
H: 2.69 -1.01 -2.43
H: 3.33 1.29 1.45
H: 3.08 -1.64 1.38
C: 2.78 0.02 -2.05
H: 4.13 1.53 -0.16
H: 2.11 0.69 -2.62
H: 2.55 2.33 0.21
P: -2.31 0.01 -0.29
C: -3.14 1.49 0.37
C: -2.78 0.07 -2.05
H: -3.19 -2.23 -0.29
H: -4.42 -1.03 0.27
H: -3.11 -1.58 1.39
C: -3.37 -1.34 0.34
H: -2.72 -0.97 -2.43
H: -3.82 0.44 -2.11
H: -4.10 1.61 -0.16
H: -2.51 2.38 0.21
H: -2.10 0.73 -2.61
H: -3.30 1.36 1.45
C: 0.02 1.67 -0.31
O: 0.03 2.84 -0.16
C: -0.02 -2.40 2.74
Si: 0.00 -0.54 2.20
C: -1.47 0.22 3.17
C: 1.48 0.19 3.17
H: -0.93 -2.87 2.32
H: -0.02 -2.56 3.84
H: 0.87 -2.89 2.32
H: -1.31 0.07 4.26
H: -1.51 1.31 2.99
H: -2.45 -0.21 2.93
H: 1.31 0.05 4.26
H: 2.45 -0.26 2.93
H: 1.53 1.28 2.99


| no. | energy (Ha) |
| --- | --- |
| 1 | -3603.4585 |
| 2 | -3057.3758 |
| 3 | -345.7573 |
| 4 | -340.6305 |
| 5 | -5341.0425 |
| 6 | -699.1103 |
| 7 | -232.3165 |
| 8 | -571.2948 |
| 9 | -312.0222 |
| 10 | -1849.1722 |
| 11 | -731.0907 |
| 12 | -2838.9789 |